# 1
# C25H33CuN4O3

A molecular structure, C25H33CuN4O3 at a distorted geometry (the ωB97M-V functional and the def2-TZVPD basis, OMol25).

Values from the calculation:
Spin multiplicity: 2
HOMO-LUMO gap (spin up / spin down) (eV): 5.1 / 5.0
Total charge: +3
⟨S²⟩: 0.759
HOMO level (spin up / spin down) (eV): -14.95 / -14.80
Largest force on an atom (Eh/bohr): 0.059
Electronic energy (hartree): -3056.49385

Atoms and positions in Å:
C 14.6263 -20.1609 -13.1756
N 14.7964 -19.2181 -14.2713
C 15.2124 -17.9899 -13.9326
C 15.3769 -16.9706 -14.8782
C 15.0776 -17.2870 -16.2534
C 14.6454 -18.6294 -16.5587
C 14.4884 -19.5512 -15.5360
C 15.2640 -16.2695 -17.3096
C 14.2331 -16.1948 -18.2401
C 14.2772 -15.2448 -19.2374
N 15.1680 -14.2567 -19.2625
C 16.1068 -14.2091 -18.2246
C 16.1616 -15.2114 -17.2826
C 15.1224 -13.2248 -20.3230
H 15.1381 -21.0881 -13.4337
H 13.5763 -20.4416 -13.0925
H 15.1824 -19.8516 -12.2906
H 15.4278 -17.8049 -12.8906
H 15.7329 -15.9555 -14.7813
H 14.3816 -18.8632 -17.5795
H 14.1631 -20.5657 -15.7129
H 13.4598 -16.9486 -18.2537
H 13.6022 -15.1106 -20.0698
H 16.8444 -13.4209 -18.2581
H 16.8962 -15.1280 -16.4953
H 15.2526 -12.2246 -19.9100
H 14.2832 -13.2842 -21.0161
H 15.9310 -13.4552 -21.0168
C 16.3924 -16.7133 -21.4739
N 16.7671 -17.8545 -20.6119
C 17.6087 -17.7588 -19.5158
C 17.8284 -18.9406 -18.7915
C 17.2410 -20.1667 -19.1785
C 16.4934 -20.2537 -20.3563
C 16.2855 -19.0687 -21.1168
C 17.4534 -21.4305 -18.4836
C 16.4825 -22.4566 -18.4670
C 16.5247 -23.5763 -17.6818
N 17.6122 -23.7687 -16.9564
C 18.6120 -22.8146 -16.9729
C 18.5739 -21.6550 -17.7227
C 17.4981 -24.7479 -15.8898
H 16.4482 -15.7477 -20.9714
H 15.3615 -16.7585 -21.8251
H 17.1216 -16.5800 -22.2730
H 18.0633 -16.8130 -19.2605
H 18.5368 -18.8792 -17.9786
H 16.1248 -21.2046 -20.7117
H 15.7573 -18.9819 -22.0548
H 15.5459 -22.2401 -18.9592
H 15.7710 -24.3424 -17.7884
H 19.3928 -22.9771 -16.2446
H 19.4128 -20.9749 -17.7211
H 17.2740 -25.7346 -16.2950
H 16.8671 -24.2367 -15.1628
H 18.4461 -24.8576 -15.3631
Cu 13.7080 -23.0379 -17.2354
C 13.4940 -26.5859 -17.1257
O 13.3823 -25.3212 -17.8108
H 14.3039 -26.5697 -16.3964
H 12.5486 -26.7916 -16.6236
H 13.6373 -27.4642 -17.7550
O 14.9168 -22.7838 -15.3574
H 15.7407 -22.4838 -14.9264
O 13.6798 -21.0023 -18.3680
H 12.7226 -20.8314 -18.4633

***

# 2
# C4H3Br2O5S

A molecular structure, C4H3Br2O5S at a distorted geometry (the ωB97M-V functional and the def2-TZVPD basis, OMol25).

Values from the calculation:
Relative energy (zero: lowest compared OMol25 entry of this formula, charge and spin) (kcal/mol): 29.4
HOMO-LUMO gap (eV): 7.2
Total charge: -1
HOMO level (eV): -4.41
Largest force on an atom (Eh/bohr): 0.065
Electronic energy (hartree): -6076.65561

Atoms and positions in Å:
C 0.4455 -0.9418 -0.5092
C -1.7350 -0.0464 0.2042
C -2.5342 -1.0377 -0.2098
C 1.6079 -0.4522 -0.0889
O 1.3264 2.1120 -0.4690
O 0.0542 -1.9719 -1.0187
O 1.0669 1.1910 1.7800
O 3.2136 1.4598 0.6956
O -0.5149 0.2012 -0.3220
S 1.8227 1.1080 0.5932
Br -4.2288 -1.1832 0.5270
Br 3.0928 -1.5115 -0.0568
H -1.8622 0.8456 0.7773
H 0.4230 1.8509 -0.8474
H -2.1778 -1.6237 -1.0555

***

# 3
# C3H2FN3S

C3H2FN3S in the gas phase at a distorted geometry (the ωB97M-V functional and the def2-TZVPD basis, OMol25).

Values from the calculation:
Relative energy (zero: lowest compared OMol25 entry of this formula, charge and spin) (kcal/mol): 28.0
HOMO-LUMO gap (eV): 7.6
HOMO level (eV): -8.76
Largest force on an atom (Eh/bohr): 0.128
Electronic energy (hartree): -777.74027
SMILES: Fc1cnc(=S)[nH]n1

Atoms and positions in Å:
F 2.2434 -1.2951 0.6618
C 1.1867 -0.6783 0.3516
C 0.1188 -0.3480 1.2822
N -0.9330 0.4792 0.9786
C -1.2613 0.6624 -0.3488
S -2.7977 0.8337 -1.1745
N -0.0111 0.4623 -1.1225
N 1.0962 -0.0748 -0.8377
H 0.3296 -0.9325 2.2130
H 0.0285 0.8911 -2.0038

***

# 4
# H20O10

10 unconnected molecules or ions with the total composition H20O10 at a distorted geometry (the ωB97M-V functional and the def2-TZVPD basis, OMol25).

Values from the calculation:
Relative energy (zero: lowest compared OMol25 entry of this formula, charge and spin) (kcal/mol): 124.6
HOMO-LUMO gap (eV): 9.4
HOMO level (eV): -9.53
Largest force on an atom (Eh/bohr): 0.078
Electronic energy (hartree): -764.28330
SMILES: O.O.O.O.O.O.O.O.O.O

Atoms and positions in Å:
O 0.6057 -1.2975 -1.2293
H 1.2919 -1.7514 -0.7272
H 0.1964 -0.7074 -0.5865
O -3.4571 -0.7512 2.0915
H -4.2147 -0.7395 2.6872
H -3.7981 -0.3777 1.2710
O 0.7299 3.2281 1.8002
H 0.3264 2.9449 2.6284
H 0.1985 2.7976 1.1211
O -1.5551 -3.3160 -1.2090
H -2.5160 -3.2932 -1.2813
H -1.3013 -4.1032 -1.7038
O 2.8040 -0.9506 1.0771
H 3.1080 -1.0883 0.1729
H 2.3303 -0.1120 1.0400
O 1.0164 -1.1961 2.0344
H 0.2348 -1.4788 1.5464
H 0.9168 -0.2399 2.1033
O -2.6940 0.2540 -0.2319
H -2.8543 0.5329 -1.1404
H -2.2915 -0.6172 -0.3216
O 1.2132 2.2403 -1.7891
H 1.9032 1.6182 -1.5326
H 0.3942 1.7496 -1.6571
O 5.7502 -0.1090 -0.3433
H 6.6210 -0.1209 -0.7564
H 5.1757 0.2696 -1.0182
O -3.0117 2.3508 -1.3238
H -3.5663 2.2713 -2.1081
H -3.5565 1.9926 -0.6140

***

# 5
# C5H5ClN2O2

2 unconnected molecules or ions with the total composition C5H5ClN2O2 at a distorted geometry (the ωB97M-V functional and the def2-TZVPD basis, OMol25).

Values from the calculation:
Relative energy (zero: lowest compared OMol25 entry of this formula, charge and spin) (kcal/mol): 132.1
HOMO-LUMO gap (spin up / spin down) (eV): 8.0 / 6.8
HOMO level (spin up / spin down) (eV): -9.21 / -8.13
Largest force on an atom (Eh/bohr): 0.038
Electronic energy (hartree): -913.53359

Atoms and positions in Å:
C 1.1671 0.2962 1.1618
C -0.0295 -0.3571 1.1847
C 1.8948 0.3309 -0.0729
C 0.1812 -0.7203 -1.2896
C -0.5866 -0.8210 -0.0248
N 1.4752 -0.1320 -1.1839
N -1.8266 1.1059 0.0047
O -2.2028 1.5476 1.0427
O -1.9313 1.4616 -1.1318
Cl -1.9088 -1.9334 0.0204
H 1.5737 0.7632 2.0449
H -0.6037 -0.4479 2.0951
H 2.8870 0.7638 -0.0812
H 0.3041 -1.7192 -1.7345
H -0.3940 -0.1382 -2.0355

***

# 6
# C10H16

2 unconnected molecules or ions with the total composition C10H16 at a distorted geometry (the ωB97M-V functional and the def2-TZVPD basis, OMol25).

Values from the calculation:
Relative energy (zero: lowest compared OMol25 entry of this formula, charge and spin) (kcal/mol): 28.3
HOMO-LUMO gap (eV): 10.0
HOMO level (eV): -8.99
Largest force on an atom (Eh/bohr): 0.066
Electronic energy (hartree): -390.59086
SMILES: Cc1ccccc1.CCC

Atoms and positions in Å:
C 2.9820 -0.9709 0.3437
C 2.2096 -0.5519 -0.9135
C 1.0541 0.2300 -0.7000
C 0.2635 0.5360 -1.8138
C 0.7488 0.1677 -3.0367
C 1.9303 -0.5186 -3.2521
C 2.6480 -0.9555 -2.1543
H 2.6858 -0.4119 1.2424
H 4.0533 -0.7967 0.3978
H 2.7930 -2.0521 0.4115
H 0.7575 0.5104 0.3052
H -0.7263 0.9833 -1.7362
H 0.0638 0.4365 -3.9145
H 2.3382 -0.5172 -4.2749
H 3.4786 -1.5629 -2.3902
C -1.7438 1.4267 2.3416
C -2.0235 -0.0404 1.9374
C -3.5089 -0.1000 1.5493
H -2.6611 2.0011 2.5430
H -1.2558 1.9959 1.5523
H -1.1634 1.3707 3.2518
H -1.3512 -0.5328 1.1906
H -1.8567 -0.6311 2.8988
H -3.6531 0.5476 0.6619
H -3.9255 -1.1073 1.3870
H -4.1369 0.5435 2.1719

***

What did the third record say?
# C3H2FN3S

C3H2FN3S in the gas phase at a distorted geometry (the ωB97M-V functional and the def2-TZVPD basis, OMol25).

Values from the calculation:
Relative energy (zero: lowest compared OMol25 entry of this formula, charge and spin) (kcal/mol): 28.0
HOMO-LUMO gap (eV): 7.6
HOMO level (eV): -8.76
Largest force on an atom (Eh/bohr): 0.128
Electronic energy (hartree): -777.74027
SMILES: Fc1cnc(=S)[nH]n1

Atoms and positions in Å:
F 2.2434 -1.2951 0.6618
C 1.1867 -0.6783 0.3516
C 0.1188 -0.3480 1.2822
N -0.9330 0.4792 0.9786
C -1.2613 0.6624 -0.3488
S -2.7977 0.8337 -1.1745
N -0.0111 0.4623 -1.1225
N 1.0962 -0.0748 -0.8377
H 0.3296 -0.9325 2.2130
H 0.0285 0.8911 -2.0038

***

Question: electronic energy of number 5 (C5H5ClN2O2)?
Answer: -913.53359 hartree

***

Question: Which of these has the highest largest force on an atom?
Answer: C3H2FN3S

***

Question: Which value of electronic energy does entry 5 give?
Answer: -913.53359 hartree